(1)
# C41H31BGeIrN2O4

A structure of composition C41H31BGeIrN2O4 (ωB97M-V/def2-TZVPD, the OMol25 dataset).

- E_HOMO (alpha / beta) (eV) = -12.491 / -13.120
- ⟨S²⟩ = 8.827
- charge = +2
- E_tot (eV) = -114203.654
- multiplicity = 6
- orbital gap (alpha / beta) (eV) = 7.622 / 4.392

XYZ file:
```
81
Properties=species:S:1:pos:R:3:lowdin_spin:R:1
Ir -0.381 0.511 -0.057 1.25
O -2.429 -0.705 -2.158 0.12
B -2.085 0.284 -1.189 0.18
O -3.191 1.210 -1.142 0.11
C -4.090 0.805 -2.012 0.20
C -5.320 1.378 -2.327 0.01
C -6.042 0.717 -3.285 0.16
C -5.567 -0.486 -3.923 0.19
C -4.356 -1.061 -3.619 0.00
C -3.618 -0.399 -2.653 0.20
H -5.666 2.280 -1.843 0.00
H -7.008 1.101 -3.586 0.01
H -6.200 -0.945 -4.672 0.01
H -3.997 -1.961 -4.097 0.00
C -0.866 -1.077 0.826 0.24
C -1.234 -2.049 1.523 0.35
C -1.557 -3.145 2.307 0.07
C -0.940 -4.396 2.059 0.09
C -1.246 -5.474 2.854 0.00
C -2.159 -5.329 3.900 0.13
C -2.772 -4.101 4.159 0.00
C -2.480 -3.013 3.373 0.09
H -0.234 -4.483 1.244 0.00
H -0.782 -6.434 2.672 0.00
H -2.396 -6.183 4.522 0.01
H -3.473 -4.009 4.977 0.00
H -2.935 -2.049 3.559 0.00
Ge 0.538 1.558 2.068 0.20
C 2.396 2.141 1.681 0.32
C 3.358 1.200 1.185 0.12
C 4.586 1.617 0.764 0.03
C 4.920 2.978 0.884 0.28
C 3.995 3.924 1.409 0.10
C 2.772 3.503 1.839 0.06
C 0.766 0.327 3.567 0.07
C 1.313 -0.945 3.390 0.02
C 1.432 -1.813 4.465 0.00
C 0.999 -1.420 5.724 0.01
C 0.447 -0.160 5.909 0.00
C 0.335 0.714 4.835 0.02
H -0.178 2.823 2.560 0.01
H 3.083 0.157 1.091 0.00
H 5.297 0.921 0.341 0.00
H 5.907 3.312 0.591 0.01
H 4.276 4.968 1.460 0.00
H 2.061 4.209 2.248 0.00
H 1.630 -1.277 2.406 0.00
H 1.864 -2.796 4.322 0.00
H 1.097 -2.095 6.564 0.00
H 0.109 0.146 6.890 0.00
H -0.092 1.698 4.993 0.00
O -0.205 2.562 -0.879 0.03
C 0.898 2.310 -1.436 0.02
N 1.630 3.053 -2.258 0.02
C 2.805 2.297 -2.715 0.01
C 2.615 0.980 -1.888 0.02
O 3.390 0.060 -1.830 0.02
N 1.432 1.094 -1.182 0.16
C 2.739 2.054 -4.226 0.00
C 2.352 3.104 -5.056 0.00
C 2.334 2.945 -6.432 0.00
C 2.712 1.734 -6.996 0.00
C 3.109 0.691 -6.176 0.00
C 3.127 0.847 -4.795 0.00
C 4.121 2.992 -2.360 0.01
C 4.146 4.318 -1.939 0.02
C 5.357 4.972 -1.735 0.01
C 6.554 4.306 -1.950 0.00
C 6.534 2.979 -2.364 0.00
C 5.328 2.326 -2.570 0.00
H 1.317 3.935 -2.625 0.00
H 2.080 4.069 -4.644 0.00
H 2.035 3.771 -7.064 0.00
H 2.704 1.610 -8.070 0.00
H 3.413 -0.253 -6.608 0.00
H 3.446 0.026 -4.170 0.00
H 3.228 4.865 -1.772 0.00
H 5.359 6.010 -1.428 0.00
H 7.496 4.821 -1.813 0.00
H 7.463 2.456 -2.551 0.00
H 5.323 1.302 -2.920 0.00
```

---

(2)
# C48H68F4O8

A cluster of 12 separate species, C48H68F4O8 in total (ωB97M-V/def2-TZVPD, the OMol25 dataset).

- E_HOMO (eV) = -8.901
- SMILES = Fc1ccccc1.Fc1ccccc1.Fc1ccccc1.Fc1ccccc1.CC(C)=O.CC(C)=O.CC(C)=O.CC(C)=O.CC(C)=O.CC(C)=O.CC(C)=O.CC(C)=O
- E_tot (eV) = -78127.060
- orbital gap (eV) = 9.203

XYZ file:
```
128
Properties=species:S:1:pos:R:3:lowdin_charge:R:1
F 7.696 10.215 13.735 0.07
C 8.846 10.416 13.087 -0.28
C 9.709 9.369 12.878 -0.02
C 10.986 9.617 12.318 -0.08
C 11.362 10.899 11.955 -0.11
C 10.479 11.969 12.172 -0.07
C 9.229 11.753 12.737 0.01
H 9.385 8.395 13.212 0.11
H 11.661 8.778 12.234 0.09
H 12.359 11.067 11.575 0.08
H 10.850 12.981 12.111 0.09
H 8.611 12.601 12.992 0.10
F 16.102 9.447 7.576 0.01
C 17.147 8.961 8.323 -0.27
C 17.507 9.689 9.430 0.00
C 18.662 9.260 10.178 -0.05
C 19.352 8.116 9.796 -0.08
C 18.903 7.356 8.682 -0.06
C 17.826 7.821 7.892 -0.01
H 16.991 10.619 9.618 0.09
H 18.941 9.736 11.107 0.07
H 20.155 7.734 10.410 0.10
H 19.365 6.453 8.311 0.10
H 17.534 7.255 7.020 0.11
F 11.645 16.477 12.654 0.03
C 12.632 16.782 11.767 -0.25
C 12.998 15.864 10.748 -0.01
C 13.947 16.253 9.798 -0.07
C 14.538 17.510 9.886 -0.09
C 14.198 18.396 10.903 -0.10
C 13.200 18.046 11.790 -0.04
H 12.403 14.966 10.677 0.09
H 14.202 15.562 9.008 0.10
H 15.289 17.746 9.146 0.10
H 14.699 19.345 11.023 0.11
H 12.904 18.795 12.510 0.11
F 16.136 11.942 11.744 0.05
C 15.588 12.483 12.849 -0.29
C 16.288 12.535 14.045 -0.05
C 15.730 13.101 15.147 -0.06
C 14.475 13.756 15.097 -0.07
C 13.785 13.762 13.894 -0.05
C 14.359 13.115 12.797 -0.02
H 17.290 12.137 14.106 0.10
H 16.264 13.147 16.085 0.10
H 14.084 14.152 16.023 0.07
H 12.874 14.340 13.856 0.09
H 13.945 13.306 11.818 0.10
C 15.302 17.154 16.091 -0.02
C 13.798 17.307 16.357 -0.46
C 13.220 18.701 16.135 -0.01
O 13.170 16.354 16.778 0.04
H 15.745 17.793 15.326 0.07
H 15.628 16.138 15.867 0.06
H 15.795 17.426 17.024 0.08
H 12.189 18.785 16.480 0.08
H 13.239 19.010 15.090 0.07
H 13.852 19.359 16.731 0.09
C 18.328 14.811 11.761 -0.01
C 17.812 16.173 12.004 -0.52
C 16.485 16.261 12.713 0.00
O 18.384 17.145 11.636 0.09
H 18.993 14.875 10.899 0.09
H 17.588 14.015 11.680 0.06
H 19.000 14.446 12.537 0.08
H 16.688 16.237 13.784 0.08
H 15.949 15.356 12.428 0.07
H 15.924 17.160 12.458 0.07
C 16.858 9.165 14.058 -0.03
C 15.683 8.290 13.905 -0.49
C 14.375 9.017 13.923 -0.02
O 15.756 7.071 13.758 0.06
H 17.158 9.639 13.123 0.08
H 17.708 8.572 14.396 0.09
H 16.757 9.993 14.759 0.06
H 14.389 9.874 14.596 0.08
H 13.643 8.358 14.391 0.09
H 14.104 9.255 12.894 0.08
C 9.774 15.694 15.125 -0.02
C 8.898 14.571 15.721 -0.45
C 9.466 13.874 16.910 -0.03
O 7.760 14.347 15.272 0.03
H 9.106 16.418 14.658 0.08
H 10.450 15.445 14.307 0.05
H 10.276 16.337 15.848 0.07
H 8.980 14.143 17.847 0.09
H 10.517 14.092 17.097 0.07
H 9.308 12.805 16.767 0.09
C 16.079 15.391 20.047 -0.02
C 15.963 14.056 19.410 -0.47
C 14.516 13.422 19.223 0.00
O 16.911 13.421 19.040 0.05
H 17.122 15.702 19.984 0.09
H 15.691 15.279 21.060 0.09
H 15.398 16.077 19.543 0.08
H 14.537 12.351 19.017 0.08
H 13.963 13.816 18.371 0.05
H 13.855 13.738 20.030 0.07
C 14.472 12.058 8.474 -0.01
C 13.080 11.782 8.940 -0.46
C 12.576 10.360 8.839 -0.02
O 12.374 12.676 9.454 0.01
H 14.922 11.066 8.440 0.05
H 14.974 12.750 9.150 0.08
H 14.431 12.528 7.492 0.10
H 11.566 10.165 9.200 0.08
H 13.285 9.727 9.372 0.09
H 12.721 10.015 7.816 0.09
C 21.160 11.117 17.438 0.00
C 19.644 11.006 17.261 -0.48
C 18.841 10.800 18.497 -0.02
O 19.089 11.038 16.184 0.06
H 21.374 12.186 17.447 0.09
H 21.663 10.790 16.528 0.05
H 21.608 10.642 18.310 0.08
H 19.385 11.094 19.395 0.08
H 18.689 9.735 18.669 0.10
H 17.915 11.370 18.428 0.06
C 20.156 11.617 12.976 -0.03
C 20.990 10.393 13.205 -0.47
C 22.381 10.663 13.739 -0.03
O 20.650 9.252 12.916 0.06
H 19.102 11.371 12.850 0.06
H 20.485 12.229 12.136 0.09
H 20.251 12.255 13.854 0.08
H 22.711 11.700 13.796 0.08
H 23.088 10.148 13.089 0.09
H 22.560 10.230 14.724 0.07
```

---

(3)
# C18H38N2O12

A cluster of 6 separate species, C18H38N2O12 in total (ωB97M-V/def2-TZVPD, the OMol25 dataset).

- E_HOMO (eV) = -10.100
- SMILES = C[N+](=O)[O-].C[N+](=O)[O-].CCOC(C)=O.CCOC(C)=O.CCOC(C)=O.CCOC(C)=O
- E_tot (eV) = -46824.809
- orbital gap (eV) = 10.189

XYZ file:
```
70
Properties=species:S:1:pos:R:3:lowdin_charge:R:1
C 0.241 1.734 -0.394 0.06
N -1.202 2.169 -0.607 -0.44
O -1.372 3.247 -1.198 0.03
O -2.080 1.486 -0.126 0.06
H 0.503 2.119 0.591 0.11
H 0.810 2.233 -1.179 0.09
H 0.289 0.660 -0.577 0.09
C 0.956 4.132 -5.640 0.04
N 2.186 4.997 -5.564 -0.44
O 2.140 6.158 -6.023 0.04
O 3.101 4.484 -5.003 0.08
H 1.063 3.253 -5.004 0.09
H 0.968 3.794 -6.676 0.10
H 0.027 4.700 -5.598 0.10
C -7.505 -0.450 -0.090 -0.05
C -8.122 -1.842 0.338 -0.17
O -9.453 -1.631 0.888 0.01
C -10.525 -2.258 0.558 -0.51
C -11.759 -1.888 1.387 0.02
O -10.592 -3.141 -0.364 0.02
H -6.485 -0.471 -0.473 0.08
H -7.761 0.260 0.696 0.07
H -8.167 -0.222 -0.926 0.07
H -8.155 -2.495 -0.534 0.11
H -7.331 -2.277 0.950 0.11
H -11.548 -1.662 2.432 0.08
H -12.500 -2.684 1.315 0.09
H -12.185 -0.930 1.086 0.08
C 6.366 -1.216 1.309 -0.08
C 4.993 -1.815 1.393 -0.19
O 4.501 -1.951 2.761 0.00
C 3.450 -1.270 3.217 -0.50
C 3.066 -1.512 4.622 0.01
O 2.841 -0.359 2.556 0.01
H 6.717 -0.866 0.339 0.08
H 7.173 -1.815 1.732 0.07
H 6.503 -0.263 1.820 0.08
H 4.352 -1.085 0.898 0.11
H 4.853 -2.739 0.832 0.12
H 2.882 -0.492 4.959 0.10
H 3.854 -1.999 5.196 0.09
H 2.262 -2.247 4.585 0.10
C 6.073 3.208 -0.922 -0.07
C 7.609 3.553 -0.964 -0.19
O 7.867 3.931 -2.343 -0.05
C 9.174 4.263 -2.694 -0.45
C 9.264 4.468 -4.175 0.01
O 10.184 4.336 -1.936 0.05
H 5.655 2.575 -1.705 0.07
H 5.640 4.164 -1.218 0.07
H 5.681 3.012 0.076 0.07
H 7.642 4.342 -0.213 0.12
H 8.298 2.745 -0.718 0.12
H 8.469 3.943 -4.704 0.08
H 10.208 4.000 -4.452 0.09
H 9.254 5.531 -4.418 0.09
C -2.650 -3.858 0.017 -0.05
C -2.573 -3.632 1.597 -0.18
O -3.601 -4.383 2.257 -0.04
C -4.057 -4.077 3.485 -0.52
C -5.191 -4.961 3.884 0.02
O -3.548 -3.221 4.227 0.06
H -2.914 -4.903 -0.149 0.07
H -1.817 -3.386 -0.504 0.07
H -3.494 -3.352 -0.452 0.06
H -1.619 -4.016 1.959 0.12
H -2.688 -2.558 1.741 0.12
H -6.001 -4.396 4.344 0.09
H -4.715 -5.703 4.525 0.10
H -5.508 -5.465 2.971 0.08
```

---

Question: Which value of E_tot does entry 3 give?
Answer: -46824.809 eV

---

Question: What is the formula in the first record?
Answer: C41H31BGeIrN2O4